(1)
Density functional theory data (ωB97M-V/def2-TZVPD) for a 2-piece molecular cluster, C9H8F2 overall in a non-equilibrium geometry.

```
19
Properties=species:S:1:pos:R:3
F 3.54 2.03 -1.49
F 1.86 0.15 2.56
C 3.02 0.82 -1.24
C -0.94 0.45 -0.14
C -1.70 -0.85 -0.35
C 1.83 -2.36 0.06
C 2.52 -0.24 -1.10
C 0.02 0.18 0.85
C 0.82 0.06 1.73
C -1.79 1.61 0.30
C 2.01 -1.40 -0.60
H -1.79 -1.33 -1.40
H -1.31 -1.70 0.21
H -2.16 1.47 1.36
H -2.73 -0.65 -0.17
H -2.74 1.56 -0.29
H 1.36 -3.07 0.61
H -0.54 0.74 -1.02
H -1.27 2.54 0.12
```

Calculated values
- Orbital gap: 0.3650 Ha
- Energy: -547.15958 a.u.
- E_LUMO: 0.623 eV
- ΔE to the lowest compared entry with this formula, charge and spin: 148.1 kcal per mole
- Multiplicity: 1

(2)
Density functional theory data (ωB97M-V/def2-TZVPD) for one molecule with the formula C9H8N2 in a non-equilibrium geometry.

```
19
Properties=species:S:1:pos:R:3
N -3.88 -1.04 0.03
N -0.07 1.83 -0.60
C -1.16 1.24 -0.57
C 0.15 -1.15 0.22
C -0.58 -0.15 1.16
C -1.66 0.28 0.15
C 0.57 0.86 1.28
C 1.05 1.03 -0.15
C -2.88 -0.47 0.06
C 0.94 -0.31 -0.68
C 1.55 -0.53 -1.85
H 1.76 -1.61 -2.12
H -0.71 -1.59 -0.27
H 1.92 0.37 -2.41
H -1.20 -0.60 1.94
H 0.13 1.80 1.57
H 0.70 -2.02 0.64
H 2.06 1.49 -0.31
H 1.33 0.59 1.90
```

Calculated values
- Orbital gap (spin up / spin down): 0.2853 / 0.2853 Ha
- Energy: -457.07192 a.u.
- E_LUMO (spin up / spin down): -0.858 / -0.857 eV
- ΔE to the lowest compared entry with this formula, charge and spin: 129.7 kcal per mole
- Multiplicity: 1

(3)
Density functional theory data (ωB97M-V/def2-TZVPD) for one molecule with the formula C9H8N2 in a non-equilibrium geometry.

```
19
Properties=species:S:1:pos:R:3
N -0.67 -1.08 -2.83
N 0.59 1.23 2.94
C -1.20 1.33 1.23
C 0.72 0.05 0.84
C -0.47 0.58 0.30
C 1.19 0.38 2.08
C 1.50 -0.92 -0.02
C -0.18 -0.73 -1.64
C -0.71 1.58 2.50
C -0.94 0.12 -0.94
C 1.05 -1.21 -1.26
H 2.05 -0.03 2.60
H -0.36 -1.91 -3.39
H -1.35 -0.54 -3.40
H -1.22 2.28 3.07
H -2.20 1.66 0.99
H 1.58 -1.67 -2.12
H 2.57 -1.26 0.40
H -1.92 0.13 -1.37
```

Calculated values
- Orbital gap: 0.3152 Ha
- Energy: -457.22686 a.u.
- E_LUMO: 0.597 eV
- ΔE to the lowest compared entry with this formula, charge and spin: 32.5 kcal per mole
- Multiplicity: 1

(4)
Density functional theory data (ωB97M-V/def2-TZVPD) for one molecule with the formula C9H8N2 in a non-equilibrium geometry.

```
19
Properties=species:S:1:pos:R:3
N 1.11 -1.89 -0.32
N -0.16 2.97 1.66
C -1.51 -0.99 -1.05
C 0.67 -0.58 -0.25
C 1.27 1.58 0.44
C -1.19 -2.32 -1.24
C 1.63 0.26 0.28
C -1.08 1.17 0.10
C -0.60 -0.15 -0.29
C -0.12 1.94 0.83
C 0.16 -2.81 -0.67
H -2.14 1.59 0.40
H 0.35 -3.85 -0.74
H 1.73 2.36 1.04
H 0.68 3.54 1.90
H -2.55 -0.53 -1.27
H -0.81 3.69 1.39
H -2.05 -2.88 -1.36
H 2.74 -0.12 0.38
```

Calculated values
- Orbital gap: 0.3133 Ha
- Energy: -457.14697 a.u.
- E_LUMO: 0.455 eV
- ΔE to the lowest compared entry with this formula, charge and spin: 82.6 kcal per mole
- Multiplicity: 1